(1)
Below is a cluster of 2 separate species, C3H9BO in total at a distorted geometry, with properties calculated with wB97M-V/def2-TZVPD.

**Molecular weight**: 71.9 g mol⁻¹
**ΔE to the lowest compared entry with this formula, charge and spin**: 3.592 eV
**Kohn-Sham gap (alpha / beta)**: 8.5 / 8.5 eV
**Strongest force on any atom**: 5.7 eV Å⁻¹
**Energy**: -5978.07566 eV

Structure (ORCA input):
```
! wB97M-V def2-TZVPD RIJCOSX def2/J DEFGRID3
* xyz 0 1
B 0.70 0.15 -0.18
C 1.94 -0.04 2.23
C -1.10 -0.15 -2.28
C -0.43 -0.61 -0.89
O 1.16 1.20 -0.78
H 2.63 -0.93 2.17
H 1.04 -0.17 2.87
H 2.42 0.82 2.42
H -2.01 -0.84 -2.31
H -1.24 0.92 -2.35
H -0.41 -0.39 -3.05
H -1.24 -0.50 -0.11
H -0.14 -1.65 -1.05
H 1.77 1.66 -0.14
*
```



(2)
Below is a structure of composition C45H34CuN3P2S2Te, with properties calculated with wB97M-V/def2-TZVPD.

**Molecular weight**: 934.0 g mol⁻¹
**ΔE to the lowest compared entry with this formula, charge and spin**: 0.000 eV
**Kohn-Sham gap**: 5.4 eV
**Strongest force on any atom**: 0.5 eV Å⁻¹
**Energy**: -143870.98592 eV

Structure (ORCA input):
```
! wB97M-V def2-TZVPD RIJCOSX def2/J DEFGRID3
* xyz -2 1
Cu 0.90 -0.65 -2.27
S 0.10 -3.52 -4.14
C 1.50 -3.44 -3.20
N 1.97 -2.40 -2.53
C 3.12 -2.69 -1.84
C 3.79 -1.77 -1.02
C 4.91 -2.19 -0.33
C 5.38 -3.50 -0.45
C 4.73 -4.41 -1.27
C 3.59 -4.00 -1.96
S 2.52 -4.88 -3.01
H 3.40 -0.77 -0.91
H 5.43 -1.49 0.32
H 6.26 -3.81 0.10
H 5.09 -5.43 -1.36
Te -0.80 -0.79 2.79
C -2.08 0.77 3.48
C -1.62 2.07 3.67
C -2.50 3.04 4.12
N -3.78 2.82 4.41
C -4.21 1.57 4.24
C -3.42 0.53 3.78
C -0.05 -0.04 1.00
P 1.48 0.83 0.84
C 2.34 0.61 2.45
C 2.94 -0.63 2.67
C 3.64 -0.90 3.83
C 3.77 0.09 4.80
C 3.19 1.33 4.60
C 2.48 1.59 3.43
C 1.07 2.63 0.93
C 2.08 3.58 0.78
C 1.80 4.94 0.77
C 0.48 5.37 0.87
C -0.54 4.44 0.99
C -0.24 3.08 1.01
P -0.43 -0.96 -0.44
C -0.49 -2.74 0.02
C -1.63 -3.55 -0.02
C -1.55 -4.89 0.31
C -0.33 -5.46 0.67
C 0.81 -4.66 0.70
C 0.73 -3.32 0.38
C -2.17 -0.64 -0.93
C -3.05 0.12 -0.16
C -4.31 0.43 -0.64
C -4.72 -0.01 -1.89
C -3.85 -0.77 -2.66
C -2.58 -1.08 -2.19
H -0.59 2.33 3.47
H -2.15 4.06 4.25
H -5.26 1.39 4.47
H -3.85 -0.45 3.63
H 2.84 -1.40 1.91
H 4.09 -1.87 3.97
H 4.32 -0.12 5.72
H 3.28 2.10 5.36
H 2.03 2.56 3.29
H 3.11 3.25 0.68
H 2.60 5.66 0.65
H 0.25 6.43 0.84
H -1.57 4.76 1.04
H -1.03 2.34 1.07
H -2.58 -3.11 -0.30
H -2.44 -5.50 0.28
H -0.27 -6.51 0.92
H 1.77 -5.09 0.96
H 1.62 -2.71 0.38
H -2.72 0.50 0.80
H -4.97 1.04 -0.03
H -5.69 0.26 -2.27
H -4.14 -1.10 -3.65
H -1.89 -1.64 -2.81
C 1.04 1.11 -3.31
C -0.29 1.54 -3.66
C -1.18 2.06 -2.69
C -2.47 2.42 -3.00
C -2.96 2.27 -4.30
C -2.11 1.75 -5.28
C -0.81 1.41 -4.97
C -4.30 2.62 -4.62
N -5.39 2.91 -4.89
H 1.69 1.00 -4.18
H 1.50 1.75 -2.55
H -0.84 2.15 -1.67
H -3.12 2.79 -2.22
H -2.47 1.63 -6.30
H -0.17 1.00 -5.74
*
```



(3)
Below is an isolated molecule of C4H8 at a distorted geometry, with properties calculated with wB97M-V/def2-TZVPD.

**Molecular weight**: 56.1 g mol⁻¹
**ΔE to the lowest compared entry with this formula, charge and spin**: 1.571 eV
**Kohn-Sham gap**: 10.5 eV
**Strongest force on any atom**: 4.3 eV Å⁻¹
**Energy**: -4275.62266 eV
**SMILES**: C=C(C)C

Structure (ORCA input):
```
! wB97M-V def2-TZVPD RIJCOSX def2/J DEFGRID3
* xyz 0 1
C -0.27 1.56 0.03
C -0.04 0.29 -0.08
C 1.35 -0.38 -0.02
C -1.24 -0.74 -0.04
H 0.59 2.20 -0.12
H -1.24 2.05 0.06
H 1.85 -0.25 0.99
H 1.24 -1.46 0.00
H 2.07 -0.05 -0.83
H -0.73 -1.74 -0.61
H -1.47 -1.10 1.23
H -2.09 -0.39 -0.62
*
```



(4)
Below is a cluster of 2 separate species, C6H15N in total, with properties calculated with wB97M-V/def2-TZVPD.

**Molecular weight**: 101.2 g mol⁻¹
**ΔE to the lowest compared entry with this formula, charge and spin**: 1.214 eV
**Kohn-Sham gap**: 10.2 eV
**Strongest force on any atom**: 0.2 eV Å⁻¹
**Energy**: -7954.55298 eV
**SMILES**: C=CCC.CCN

Structure (ORCA input):
```
! wB97M-V def2-TZVPD RIJCOSX def2/J DEFGRID3
* xyz 0 1
C 1.90 -0.93 -1.00
C 0.73 -1.49 -1.26
C 0.23 -2.75 -0.61
C -1.07 -2.53 0.16
H 2.22 -0.01 -1.48
H 2.58 -1.38 -0.29
H 0.05 -1.02 -1.96
H 0.07 -3.50 -1.39
H 1.00 -3.14 0.06
H -1.85 -2.14 -0.50
H -1.43 -3.46 0.60
H -0.91 -1.81 0.96
C -0.91 3.29 0.08
C -0.30 1.95 0.47
N 0.31 2.02 1.81
H -0.15 4.07 0.06
H -1.37 3.25 -0.91
H -1.67 3.58 0.81
H -1.07 1.18 0.46
H 0.45 1.66 -0.27
H -0.11 1.36 2.44
H 1.30 1.80 1.77
*
```



(5)
Below is a cluster of 3 separate species, C20H39ClN2O14P3 in total at a distorted geometry, with properties calculated with wB97M-V/def2-TZVPD.

**Molecular weight**: 659.9 g mol⁻¹
**Kohn-Sham gap**: 6.5 eV
**Strongest force on any atom**: 9.0 eV Å⁻¹
**Energy**: -93392.00000 eV

Structure (ORCA input):
```
! wB97M-V def2-TZVPD RIJCOSX def2/J DEFGRID3
* xyz 1 1
C -3.04 -1.73 -0.51
O -3.98 -0.89 0.25
C -4.80 -0.04 -0.63
C -3.92 1.31 -1.07
N -3.37 2.11 0.06
N -2.62 3.19 -0.24
P -1.96 4.04 1.24
O -3.02 5.39 1.66
Cl 0.02 4.77 0.84
C -2.19 3.86 -1.51
C -2.71 3.11 -2.92
C -2.27 3.71 -4.37
C -1.11 2.72 -4.98
C 0.33 3.24 -4.29
O 0.70 4.55 -4.85
C 0.92 5.56 -3.81
C 0.03 6.94 -3.70
O 1.94 5.31 -2.94
C -3.61 1.78 -2.60
C -4.17 0.86 -3.84
O -4.58 1.59 -5.04
C -5.92 2.18 -4.93
C -6.09 3.72 -5.57
O -7.01 1.60 -4.43
H -2.16 -2.05 0.22
H -2.52 -1.17 -1.42
H -3.54 -2.71 -0.97
H -5.71 0.40 0.01
H -5.27 -0.60 -1.53
H -3.61 4.98 2.39
H -1.53 4.85 -1.54
H -1.83 4.80 -4.24
H -3.20 3.84 -5.10
H -1.08 2.73 -6.15
H -1.31 1.63 -4.53
H 1.19 2.45 -4.39
H 0.14 3.39 -3.12
H 0.11 7.50 -4.74
H 0.42 7.60 -2.80
H -1.12 6.76 -3.52
H -5.04 0.13 -3.56
H -3.26 0.16 -4.17
H -7.18 3.87 -5.96
H -5.36 3.81 -6.51
H -5.75 4.47 -4.74
C 0.60 -5.95 1.25
O 0.81 -4.98 0.24
P 1.80 -3.75 0.52
O 1.91 -2.77 -0.61
O 3.19 -4.45 0.94
C 3.83 -5.24 -0.04
O 1.26 -3.12 1.90
C 1.69 -1.81 2.21
H 0.65 -6.94 0.79
H 1.35 -5.89 2.04
H -0.40 -5.81 1.67
H 3.65 -4.85 -1.04
H 3.45 -6.26 0.03
H 4.90 -5.24 0.16
H 1.00 -1.09 1.76
H 2.71 -1.62 1.84
H 1.68 -1.67 3.29
C 5.52 -1.08 5.69
O 6.16 -2.33 5.52
P 5.61 -3.61 6.31
O 6.38 -4.87 6.08
O 4.05 -3.70 5.88
C 3.79 -3.94 4.51
O 5.54 -3.13 7.85
C 5.44 -4.16 8.83
H 5.40 -0.62 4.71
H 4.54 -1.18 6.16
H 6.15 -0.43 6.31
H 4.56 -4.57 4.06
H 3.73 -2.98 3.98
H 2.82 -4.44 4.43
H 6.44 -4.49 9.10
H 4.86 -5.01 8.45
H 4.94 -3.75 9.71
*
```



(6)
Below is a structure of composition C42H35BrF4NOPTeW at a distorted geometry, with properties calculated with wB97M-V/def2-TZVPD.

**Molecular weight**: 1068.1 g mol⁻¹
**ΔE to the lowest compared entry with this formula, charge and spin**: 1.285 eV
**Kohn-Sham gap (alpha / beta)**: 6.2 / 4.9 eV
**Strongest force on any atom**: 1.0 eV Å⁻¹
**Energy**: -146949.22748 eV

Structure (ORCA input):
```
! wB97M-V def2-TZVPD RIJCOSX def2/J DEFGRID3
* xyz 3 2
W -0.63 0.30 0.37
F -4.90 5.55 2.50
C -4.23 4.43 2.50
C -4.48 3.46 3.46
F -5.40 3.66 4.37
C -3.75 2.28 3.44
F -4.01 1.35 4.34
C -2.78 2.05 2.48
P -1.76 0.57 2.52
C -1.13 0.11 4.11
C -1.86 -0.81 4.86
C -1.43 -1.12 6.14
C -0.29 -0.51 6.66
C 0.43 0.41 5.90
C 0.01 0.73 4.62
C -2.29 -0.78 1.54
C -2.15 -2.17 1.90
C -2.88 -3.12 1.28
C -3.84 -2.80 0.25
C -3.98 -1.54 -0.18
C -3.12 -0.41 0.29
C -2.55 3.04 1.53
Br -1.25 2.78 0.14
C -3.26 4.22 1.53
F -3.03 5.14 0.61
H -2.77 -1.26 4.47
H -2.00 -1.82 6.74
H 0.03 -0.75 7.66
H 1.31 0.87 6.31
H 0.58 1.43 4.03
H -1.49 -2.42 2.73
H -2.78 -4.15 1.59
H -4.46 -3.58 -0.15
H -4.70 -1.28 -0.95
H -3.71 0.48 0.50
C 0.86 -1.11 -8.35
C 0.84 -0.82 -6.90
C 0.26 -1.72 -5.98
C 0.26 -1.50 -4.63
C -0.40 -2.52 -3.74
C 0.86 -0.29 -4.15
Te 1.15 0.16 -2.16
N 1.00 0.60 0.98
C 2.38 1.00 0.97
O 3.10 0.44 0.18
C 2.80 2.02 1.93
C 4.16 2.09 2.25
C 4.61 3.06 3.12
C 3.72 3.98 3.67
C 2.37 3.92 3.35
C 1.90 2.94 2.49
C 1.49 -1.72 -1.29
C 0.55 -2.19 -0.37
C 0.73 -3.38 0.30
C 1.87 -4.13 0.03
C 2.81 -3.65 -0.87
C 2.65 -2.44 -1.55
C 3.72 -1.97 -2.50
C 1.39 0.68 -5.07
C 1.95 2.02 -4.67
C 1.38 0.38 -6.41
H 0.24 -1.97 -8.61
H 1.89 -1.33 -8.66
H 0.54 -0.25 -8.93
H -0.20 -2.62 -6.36
H -1.09 -3.13 -4.33
H -0.97 -2.06 -2.94
H 0.32 -3.19 -3.29
H 4.84 1.38 1.80
H 5.66 3.11 3.38
H 4.08 4.74 4.35
H 1.68 4.65 3.76
H 0.85 2.90 2.23
H -0.46 -1.76 -0.24
H -0.02 -3.75 1.00
H 2.03 -5.07 0.53
H 3.70 -4.23 -1.06
H 4.70 -2.29 -2.16
H 3.74 -0.89 -2.60
H 3.56 -2.40 -3.50
H 1.90 2.24 -3.60
H 1.41 2.81 -5.19
H 2.99 2.10 -4.96
H 1.80 1.09 -7.11
C -2.22 -0.06 -1.03
H -2.13 -0.96 -1.64
H -2.71 0.71 -1.62
*
```



(7)
Below is a cluster of 11 separate species, C5H34N2O11 in total at a distorted geometry, with properties calculated with wB97M-V/def2-TZVPD.

**Molecular weight**: 298.3 g mol⁻¹
**ΔE to the lowest compared entry with this formula, charge and spin**: 0.000 eV
**Kohn-Sham gap**: 11.1 eV
**Strongest force on any atom**: 2.3 eV Å⁻¹
**Energy**: -31226.05598 eV

Structure (ORCA input):
```
! wB97M-V def2-TZVPD RIJCOSX def2/J DEFGRID3
* xyz 2 1
C 2.81 2.74 -0.81
O 4.13 2.41 -0.53
C 1.87 1.65 -0.24
C 0.38 2.09 -0.08
C -0.47 1.80 -1.29
C -1.45 0.94 -1.07
N -2.44 0.67 -2.12
N 2.39 1.00 1.00
H 2.60 3.69 -0.35
H 2.51 2.83 -1.86
H 4.45 1.72 -1.12
H 1.78 0.83 -0.94
H 0.47 3.17 0.10
H -0.05 1.68 0.83
H -0.39 2.48 -2.12
H -1.72 0.57 -0.10
H -2.48 -0.26 -2.57
H -2.43 1.49 -2.74
H -3.40 0.80 -1.75
H 1.78 1.17 1.77
H 3.26 1.42 1.35
H 2.47 -0.02 0.88
H -1.21 -2.09 -3.49
H -1.68 -2.57 -2.14
O -1.98 -2.07 -2.92
H -1.92 -4.22 -0.80
H -2.42 -3.48 0.40
O -1.66 -3.53 -0.18
H -5.04 0.05 0.20
H -4.19 1.25 0.51
O -4.28 0.53 -0.14
H 3.78 -1.15 -0.27
H 4.20 -0.83 -1.69
O 3.68 -0.47 -0.96
H 0.48 -3.68 1.89
H 0.09 -2.95 0.64
O 0.62 -2.84 1.44
H 1.14 -0.03 4.26
H 0.46 1.30 4.11
O 1.08 0.72 3.66
H 3.93 -1.73 2.10
H 2.56 -2.28 1.55
O 3.25 -1.62 1.43
H -3.62 1.08 3.50
H -3.21 -0.19 2.76
O -3.55 0.70 2.62
H 1.78 0.05 -3.53
H 1.47 1.32 -4.22
O 1.03 0.62 -3.72
H -3.56 -2.83 2.78
H -4.02 -1.69 1.91
O -3.25 -2.22 2.10
*
```



(8)
Below is a cluster of 5 separate species, C4H16BrN8O4 in total at a distorted geometry, with properties calculated with wB97M-V/def2-TZVPD.

**Molecular weight**: 320.1 g mol⁻¹
**ΔE to the lowest compared entry with this formula, charge and spin**: 3.883 eV
**Kohn-Sham gap**: 6.4 eV
**Strongest force on any atom**: 7.8 eV Å⁻¹
**Energy**: -94565.56839 eV

Structure (ORCA input):
```
! wB97M-V def2-TZVPD RIJCOSX def2/J DEFGRID3
* xyz -1 1
Br 1.84 -2.39 -0.14
C 5.39 2.82 -0.92
O 5.93 3.87 -1.20
N 5.02 2.00 -1.80
N 5.32 2.35 0.30
H 5.15 2.14 -2.79
H 4.43 1.22 -1.59
H 5.36 1.35 0.39
H 5.69 2.89 1.07
C -3.38 -3.97 3.72
O -2.25 -4.23 4.07
N -4.50 -4.09 4.38
N -3.60 -3.33 2.60
H -4.45 -4.42 5.33
H -5.30 -3.58 4.02
H -4.49 -2.84 2.58
H -2.93 -3.21 1.86
C -0.15 -0.18 -6.00
O -0.10 0.11 -7.16
N 0.72 -0.96 -5.41
N -1.17 0.06 -5.21
H 0.48 -1.37 -4.52
H 1.43 -1.44 -5.94
H -1.87 0.65 -5.62
H -1.17 -0.19 -4.23
C -1.68 2.47 2.79
O -2.14 3.64 2.97
N -1.72 1.57 3.79
N -1.06 2.18 1.71
H -2.39 1.69 4.53
H -1.18 0.73 3.62
H -0.90 2.98 1.12
H -0.35 1.46 1.67
*
```



- Number 5 is which compound?
  C20H39ClN2O14P3



- strongest force on any atom of number 1 (C3H9BO)?
  5.7 eV Å⁻¹